Computed, not measured: a molecular structure, C30H44BrCoN6O4S, with ωB97M-V/def2-TZVPD.

Positions of all 87 atoms, in Å:
Co1 -0.7410 -0.0481 0.1379
O1 0.4503 1.2270 3.1089
C1 0.0512 2.5318 2.9727
C2 -0.3113 3.2165 4.1273
C3 -0.7112 4.5375 4.0557
C4 -0.7459 5.1891 2.8289
C5 -0.3851 4.4967 1.6872
C6 0.0044 3.1604 1.7272
C7 0.4033 2.4728 0.4141
O2 0.6556 1.1238 0.5478
N1 -0.6075 2.6310 -0.6155
N2 -1.6385 1.7479 -0.6531
C8 -2.6831 2.2014 -1.2553
C9 -4.0214 1.6730 -1.4431
Br1 -4.4698 -0.0489 -0.8202
C10 -4.9932 2.3894 -2.0237
C11 -4.9220 3.7983 -2.4546
C12 -5.3908 4.1388 -3.7238
C13 -5.3564 5.4533 -4.1583
C14 -4.8772 6.4513 -3.3206
C15 -4.4437 6.1296 -2.0428
C16 -4.4675 4.8125 -1.6101
H1 0.7220 0.9567 2.1944
H2 -0.2666 2.6925 5.0734
H3 -0.9894 5.0631 4.9596
H4 -1.0470 6.2258 2.7663
H5 -0.4047 5.0118 0.7320
H6 1.2957 2.9878 0.0295
H7 -0.7507 3.5221 -1.0633
H8 -2.5955 3.2017 -1.6732
H9 -5.9387 1.8891 -2.2002
H10 -5.7754 3.3639 -4.3758
H11 -5.7123 5.7014 -5.1493
H12 -4.8604 7.4795 -3.6564
H13 -4.1015 6.9080 -1.3735
H14 -4.1711 4.5737 -0.5957
O3 -1.8669 0.1627 1.9713
H15 -1.2753 0.2458 2.7380
H16 -2.5627 -0.4675 2.1812
N3 -1.7085 -1.6529 -0.4462
C17 -1.8421 -2.6575 -1.0012
N4 -1.9828 -3.8025 -1.6027
C18 -3.0877 -4.0580 -2.5387
C19 -2.5505 -4.9034 -3.6799
O4 -1.9346 -6.0762 -3.1848
C20 -0.8103 -5.7717 -2.3833
C21 -1.2234 -4.9814 -1.1549
H17 -3.4753 -3.1062 -2.8992
H18 -3.8821 -4.5961 -2.0148
H19 -1.8304 -4.3198 -4.2677
H20 -3.3634 -5.2194 -4.3306
H21 -0.0760 -5.2001 -2.9659
H22 -0.3644 -6.7192 -2.0866
H23 -0.3560 -4.6434 -0.5883
H24 -1.8601 -5.5920 -0.5092
C22 3.8126 -3.7481 -0.5083
C23 3.2636 -3.2900 -1.8579
C24 3.4566 -1.8067 -2.1774
C25 2.5722 -0.8465 -1.3920
N5 2.9759 -0.7162 0.0030
C26 2.2510 -1.0108 1.0715
S1 0.6909 -1.7685 0.9768
N6 2.7508 -0.7863 2.2797
C27 4.0114 -0.1261 2.5991
C28 5.1875 -1.0956 2.6863
C29 4.9737 -2.2344 3.6819
C30 4.6991 -1.7620 5.1055
H25 3.8330 -4.8367 -0.4517
H26 3.2089 -3.3927 0.3265
H27 4.8372 -3.3958 -0.3645
H28 2.1956 -3.5274 -1.9191
H29 3.7496 -3.8671 -2.6474
H30 3.2405 -1.6395 -3.2353
H31 4.5090 -1.5325 -2.0405
H32 1.5388 -1.1863 -1.3989
H33 2.5989 0.1491 -1.8398
H34 3.9122 -0.3737 0.1571
H35 2.1529 -1.0599 3.0436
H36 3.8586 0.3952 3.5433
H37 4.2003 0.6528 1.8572
H38 6.0734 -0.5189 2.9654
H39 5.3851 -1.5166 1.6952
H40 5.8655 -2.8636 3.6747
H41 4.1552 -2.8722 3.3357
H42 5.4896 -1.0966 5.4584
H43 4.6465 -2.6069 5.7910
H44 3.7530 -1.2223 5.1898

ΔE to the lowest compared entry with this formula, charge and spin	9.03	kJ/mol
HOMO (alpha / beta)	-10.39 / -10.38	eV
multiplicity	2
E_tot	-6153.81918	a.u.
lowest unoccupied orbital energy (alpha / beta)	-2.38 / -2.31	eV
total charge	+1

***

Computed, not measured: 3 unconnected molecules or ions with the total composition C30H44BrNO11P2 in a non-equilibrium geometry, with ωB97M-V/def2-TZVPD.

Positions of all 89 atoms, in Å:
C1 3.3144 5.3139 6.2379
C2 2.2387 4.2522 5.9271
C3 1.0367 4.3605 6.6131
C4 0.0058 3.4469 6.4154
C5 0.2449 2.4163 5.5193
C6 1.4426 2.3109 4.8236
C7 2.4747 3.2353 4.9945
C8 3.7961 3.1504 4.2108
C9 3.6954 2.0836 3.1266
C10 4.3418 0.8634 3.2720
C11 4.1969 -0.1107 2.2865
C12 3.4104 0.1261 1.1632
C13 3.2231 -0.9888 0.1252
C14 2.3783 -2.1056 0.8213
O1 2.5124 -3.2682 0.6337
Br1 1.0484 -1.4238 2.1285
C15 2.7755 1.3524 1.0215
C16 2.9178 2.3409 2.0069
C17 2.1267 3.5780 1.6047
O2 2.0335 4.6152 2.2013
N1 1.5749 3.2291 0.3422
C18 1.8388 1.9023 -0.0686
O3 1.3842 1.3718 -1.0524
H1 4.2928 4.9356 5.9275
H2 3.2982 5.4603 7.3262
H3 3.0204 6.2367 5.7232
H4 0.8894 5.1908 7.3080
H5 -0.9498 3.5214 6.9307
H6 -0.5207 1.6557 5.3474
H7 1.5253 1.4620 4.1444
H8 4.6046 2.8681 4.9062
H9 4.0524 4.1283 3.7799
H10 4.9434 0.6628 4.1577
H11 4.6815 -1.0797 2.4168
H12 2.6532 -0.5568 -0.7073
H13 4.1892 -1.4089 -0.1772
H14 0.5886 3.4735 0.4384
C19 -1.8378 1.8661 -1.3992
C20 -3.1422 2.1607 -2.1286
O4 -4.2876 1.8903 -1.3272
P1 -4.9074 2.9581 -0.2332
O5 -4.8172 4.2397 -1.0007
O6 -6.5130 2.6515 -0.3913
C21 -7.4298 3.7129 -0.6685
C22 -7.7151 3.8056 -2.1559
O7 -4.8911 1.8812 1.0121
C23 -4.2211 0.6260 0.9908
C24 -2.8834 0.7144 1.6900
H15 -1.7239 2.5259 -0.5340
H16 -0.9842 2.0160 -2.0598
H17 -1.8118 0.8362 -1.0389
H18 -3.1374 3.1867 -2.5000
H19 -3.2248 1.5082 -3.0002
H20 -7.0551 4.6581 -0.2776
H21 -8.3540 3.4909 -0.1310
H22 -6.8040 3.7285 -2.7486
H23 -8.2119 4.7467 -2.3971
H24 -8.3637 2.9857 -2.4704
H25 -4.1154 0.2181 -0.0074
H26 -4.8611 -0.0760 1.5312
H27 -2.3073 1.5722 1.3453
H28 -2.3034 -0.1955 1.5229
H29 -3.0208 0.8440 2.7655
C25 1.9565 -5.6652 -1.3883
C26 1.6125 -6.6119 -2.5187
O8 0.8355 -5.9653 -3.5204
P2 1.5389 -5.0883 -4.7241
O9 2.6894 -5.9740 -5.0883
O10 0.5197 -5.4318 -5.9662
C27 1.0261 -5.9573 -7.1950
C28 0.9159 -7.4704 -7.2216
O11 0.6618 -3.7249 -4.4681
C29 -0.1573 -3.4056 -3.3478
C30 0.5727 -2.4850 -2.3832
H30 2.5803 -4.8447 -1.7520
H31 2.4998 -6.1806 -0.5954
H32 1.0535 -5.2313 -0.9557
H33 2.5182 -7.0587 -2.9312
H34 1.0030 -7.4319 -2.1329
H35 2.0527 -5.6323 -7.3596
H36 0.4250 -5.5317 -8.0013
H37 1.2436 -7.9169 -6.2831
H38 1.5111 -7.8881 -8.0354
H39 -0.1229 -7.7735 -7.3668
H40 -0.5552 -4.2800 -2.8418
H41 -1.0230 -2.8752 -3.7514
H42 1.5678 -2.8655 -2.1497
H43 0.0077 -2.3659 -1.4564
H44 0.7108 -1.4981 -2.8299

HOMO	-9.15	eV
E_tot	-5308.75387	a.u.
lowest unoccupied orbital energy	-0.91	eV
SMILES	Cc1ccccc1Cc1ccc(CC(=O)Br)c2c1C(=O)NC2=O.CCOP(=O)(OCC)OCC.CCOP(=O)(OCC)OCC

***

- Which of these has the lowest E_tot?
  C30H44BrCoN6O4S